{
  "formula": "C10H18Br6Cl8O",
  "method": "the ωB97M-V functional and the def2-TZVPD basis",
  "symbols": ["C", "Cl", "Cl", "H", "H", "C", "Cl", "Cl", "H", "H", "C", "Cl", "Cl", "H", "H", "C", "Cl", "Cl", "H", "H", "C", "Br", "Br", "Br", "H", "C", "Br", "Br", "Br", "H", "C", "C", "C", "O", "C", "H", "H", "H", "H", "H", "H", "H", "H"],
  "positions_angstrom": [[3.72985, -2.56333, -2.06194], [2.15190, -3.17827, -1.57909], [3.56736, -1.99707, -3.70154], [3.97970, -1.76201, -1.36656], [4.51419, -3.31717, -1.99388], [0.48941, -2.89147, -5.34435], [0.43033, -4.33486, -6.26186], [-0.60941, -2.82691, -4.01384], [1.48745, -2.78318, -4.91973], [0.20221, -2.14329, -6.08315], [2.54478, 1.92960, -0.08262], [3.65722, 0.83955, 0.84018], [2.36755, 1.32932, -1.79150], [1.57931, 1.98873, 0.41985], [3.00714, 2.90888, -0.20651], [-0.62941, -1.77622, 3.76115], [0.39596, -3.06196, 3.17552], [-0.44432, -1.47821, 5.50473], [-0.51378, -0.85964, 3.18269], [-1.67298, -2.07645, 3.66664], [0.92829, 2.23246, 3.73222], [2.33579, 0.91851, 4.20821], [1.59892, 3.91702, 3.06696], [-0.38358, 2.53060, 5.23506], [0.34047, 1.76499, 2.94226], [-3.54984, 4.45732, 0.51006], [-1.68108, 4.48280, -0.13401], [-4.50017, 6.08371, -0.03949], [-3.66896, 4.14489, 2.48808], [-4.04229, 3.62560, 0.00625], [-1.04584, -1.07542, -1.06685], [-2.27889, -0.31343, -0.68017], [-1.76320, 0.67666, 0.40665], [-0.55996, 0.05813, 0.80755], [-0.32630, -1.23939, 0.23099], [-0.47583, -0.55023, -1.83325], [-1.31543, -2.03254, -1.51335], [-3.06611, -0.96450, -0.30007], [-2.81140, 0.22563, -1.46372], [-2.41043, 0.84386, 1.26760], [-1.57101, 1.65477, -0.03433], [-0.73977, -2.01563, 0.87488], [0.75214, -1.37183, 0.14426]],
  "forces_ev_per_angstrom": [[0.1, 0.1, 0.7], [-0.1, -0.5, 0.4], [0.6, 0.5, -0.6], [-0.1, 0.2, -0.4], [-0.4, -0.1, -0.2], [0.6, 1.1, -0.4], [0.0, -1.7, -0.6], [-0.8, 0.0, 0.7], [-0.2, 0.2, -0.4], [0.3, 0.4, 0.6], [0.7, -0.4, -0.7], [-0.6, 0.7, -0.5], [-0.2, 0.1, 0.9], [0.1, -0.3, -0.2], [0.0, -0.3, 0.4], [-1.2, 0.3, 0.3], [0.3, -0.1, -0.1], [0.2, 0.1, -0.2], [0.5, -0.1, 0.2], [0.2, -0.2, -0.2], [-0.4, -0.5, 0.7], [-0.9, 1.0, -0.1], [0.0, -0.5, 0.2], [1.0, -0.2, -1.0], [0.2, 0.1, 0.1], [0.2, 0.2, 0.4], [-0.9, 0.1, 0.5], [0.5, -0.7, 0.4], [0.2, 0.2, -1.5], [0.2, 0.2, 0.3], [-0.4, -1.1, -1.3], [-1.5, 1.1, 0.6], [-0.2, -1.1, -1.1], [1.5, 0.6, 1.8], [-0.1, 1.2, -0.1], [0.3, 0.1, 0.3], [0.0, -0.1, 0.0], [0.2, -0.3, 0.4], [0.4, 0.0, -0.4], [-0.2, -0.3, 0.0], [0.3, 0.0, 0.0], [-0.1, -0.1, -0.1], [-0.1, 0.0, 0.1]],
  "max_force_ev_per_a": 2.37,
  "total_energy_ha": -19592.61446,
  "multiplicity": 1,
  "gap_ev": 9.246
}

***

{
  "formula": "C10H18Cl2N2",
  "method": "the ωB97M-V functional and the def2-TZVPD basis",
  "symbols": ["C", "C", "C", "C", "N", "H", "H", "H", "H", "H", "H", "H", "C", "C", "C", "C", "N", "H", "H", "H", "H", "H", "H", "H", "Cl", "C", "C", "Cl", "H", "H", "H", "H"],
  "positions_angstrom": [[-2.80291, -0.66565, -3.47175], [-1.83151, -0.37699, -2.33492], [-1.25321, -1.56113, -1.66962], [-2.12590, -2.38590, -0.82265], [-2.73833, -3.05693, -0.09263], [-3.02847, 0.20900, -4.08185], [-3.72300, -0.93635, -2.95382], [-2.54453, -1.45138, -4.18166], [-2.07708, 0.30635, -1.52200], [-1.02163, 0.02863, -2.94128], [-0.52774, -1.09717, -1.00139], [-0.76566, -2.15819, -2.44027], [1.35646, -0.41409, 2.67937], [-0.08822, -0.34406, 3.03588], [-0.86014, 0.53335, 2.04774], [-0.39863, 1.90248, 1.86811], [-0.05361, 2.92476, 1.68004], [1.82770, 0.52213, 2.38018], [1.64814, -1.02645, 1.82612], [1.95168, -0.71256, 3.54236], [-0.17773, 0.10088, 4.02689], [-0.54573, -1.33337, 3.04279], [-1.87121, 0.74132, 2.39788], [-0.82583, 0.06048, 1.06625], [1.50544, 0.90115, -2.08972], [2.13046, 1.53287, -0.53458], [3.45813, 0.93038, -0.04646], [3.97622, 1.88806, 1.48693], [1.35079, 1.40084, 0.21561], [2.37707, 2.58956, -0.63792], [4.26907, 1.05300, -0.76441], [3.40992, -0.10502, 0.29077]],
  "forces_ev_per_angstrom": [[-1.4, 0.5, 0.6], [0.0, 0.3, -1.2], [0.6, -0.7, 0.4], [-1.0, -1.1, 1.1], [1.0, 1.3, -1.4], [0.1, 0.1, 0.2], [-0.5, -0.3, -0.4], [0.4, -0.2, 0.4], [-0.8, 0.5, -0.7], [0.9, 0.7, 0.4], [0.5, -0.7, 0.2], [0.2, -0.4, 0.4], [1.7, -0.1, -0.1], [-0.3, 0.8, -0.1], [-0.5, 0.3, 0.2], [-1.8, -7.7, 1.4], [2.8, 7.7, -1.5], [-0.4, 0.8, 0.3], [-0.5, -0.7, 0.0], [0.0, -0.3, -0.1], [-0.1, -0.2, 0.1], [0.0, 0.1, 0.1], [-0.4, -0.8, -0.2], [-0.5, 0.0, -0.1], [0.7, 0.2, 1.0], [0.1, 1.1, -0.6], [1.0, -0.6, 1.8], [-0.7, -0.9, -1.9], [-0.1, -0.1, 0.1], [-0.8, 0.1, -0.3], [-0.1, 0.3, 0.0], [-0.1, 0.2, -0.1]],
  "de_lowest_ev": 0.302,
  "charge": 1,
  "max_force_ev_per_a": 8.34,
  "total_energy_ha": -1421.26494,
  "s2": 0.755,
  "multiplicity": 2,
  "gap_ev": [10.633, 3.040]
}

***

{
  "formula": "C10H18Cl5O6PS2",
  "method": "the ωB97M-V functional and the def2-TZVPD basis",
  "symbols": ["C", "C", "Cl", "C", "Cl", "C", "C", "C", "C", "Cl", "O", "S", "O", "O", "O", "C", "P", "O", "O", "S", "H", "H", "H", "H", "H", "H", "H", "H", "H", "H", "H", "H", "H", "H", "Cl", "C", "C", "Cl", "H", "H", "H", "H"],
  "positions_angstrom": [[1.78505, 0.72833, 2.28246], [1.05743, 0.26556, 1.02574], [1.36229, 1.48185, -0.27303], [-0.44222, 0.04622, 1.28257], [-1.33350, 1.58127, 1.34354], [-1.12373, -0.95685, 0.33444], [-0.66979, -0.89478, -1.11915], [-1.32434, -1.90811, -2.06228], [-0.66055, -1.82492, -3.44672], [0.13281, -3.35728, -3.90333], [-0.68479, -2.26654, 0.81844], [-1.83377, -3.32080, 1.09227], [-1.86268, -3.61051, 2.48347], [-1.79211, -4.38702, 0.15765], [-3.05905, -2.36317, 0.67572], [-2.64467, -0.99536, 0.61891], [-3.91379, -0.07685, -0.39494], [-3.22577, 1.07029, -1.25952], [-4.43008, -1.21818, -1.38944], [-5.30939, 0.64167, 0.71736], [1.60980, 1.78114, 2.46984], [1.45410, 0.12849, 3.12894], [2.85259, 0.59078, 2.13317], [1.50938, -0.64767, 0.65002], [-0.51388, -0.37640, 2.28234], [-0.73708, 0.12277, -1.50798], [0.39707, -1.12033, -1.11648], [-2.39620, -1.76905, -2.16124], [-1.12249, -2.90332, -1.67746], [0.12783, -1.07667, -3.47267], [-1.37257, -1.58310, -4.22907], [-2.83744, -0.57787, 1.60731], [-2.51313, 0.75466, -1.83014], [-5.22747, -0.86835, -1.80985], [3.85458, 3.43117, 2.66245], [4.75153, 4.18508, 1.31788], [4.91854, 3.24229, 0.15524], [5.99564, 1.87637, 0.54580], [5.71153, 4.51455, 1.70597], [4.18245, 5.05742, 1.00181], [5.36423, 3.77413, -0.68359], [3.96364, 2.82907, -0.15645]],
  "forces_ev_per_angstrom": [[0.0, -0.3, -0.4], [0.0, 0.4, 0.3], [0.1, -0.1, -0.1], [0.4, 0.0, -0.3], [0.0, 0.1, 0.0], [-0.1, -0.4, -0.1], [-0.1, -0.1, -0.1], [0.6, 0.1, -0.2], [0.0, 0.1, 0.1], [0.0, -0.1, -0.1], [0.2, 0.2, -0.1], [-0.7, -0.4, 0.2], [0.0, 0.3, -0.2], [0.1, 0.2, 0.0], [0.7, -0.2, -0.3], [-0.5, 0.2, 0.2], [-1.2, 0.3, 1.2], [0.3, -0.3, -0.2], [0.4, 0.3, -0.3], [0.4, -0.1, -0.3], [-0.2, 0.1, 0.1], [0.1, 0.0, 0.1], [0.1, 0.0, 0.1], [-0.1, -0.2, 0.1], [-0.1, -0.1, 0.0], [0.0, 0.1, 0.1], [0.1, 0.1, 0.0], [-0.1, -0.1, 0.1], [-0.3, -0.1, 0.1], [0.0, 0.1, 0.0], [0.0, -0.1, -0.1], [0.1, 0.1, 0.1], [0.0, 0.1, -0.1], [-0.3, -0.3, -0.1], [0.1, 0.1, 0.0], [0.0, 0.1, 0.0], [0.0, 0.0, -0.1], [0.0, 0.0, 0.0], [0.0, 0.0, 0.0], [0.0, 0.0, 0.0], [0.0, 0.0, 0.0], [0.0, 0.0, 0.0]],
  "max_force_ev_per_a": 1.70,
  "total_energy_ha": -4282.04872,
  "multiplicity": 1,
  "gap_ev": 9.563
}

***

The highest multiplicity belongs to which entry? C10H18Cl2N2

***

What is the formula in the third record? C10H18Cl5O6PS2